{
  "formula": "C60H77BrN2O2PtSSi",
  "method": "wB97M-V/def2-TZVPD",
  "elements": ["Pt", "C", "C", "C", "C", "C", "C", "C", "C", "C", "C", "C", "C", "N", "C", "C", "N", "C", "C", "C", "C", "C", "C", "C", "C", "C", "C", "C", "C", "H", "H", "H", "H", "H", "H", "H", "H", "H", "H", "H", "H", "H", "H", "H", "H", "H", "H", "H", "H", "H", "H", "H", "H", "H", "H", "H", "H", "H", "H", "H", "H", "H", "H", "H", "H", "C", "C", "C", "C", "C", "C", "C", "Br", "C", "O", "C", "C", "C", "C", "C", "C", "H", "H", "H", "H", "H", "H", "H", "H", "H", "H", "H", "H", "H", "H", "H", "H", "H", "H", "H", "H", "C", "C", "C", "C", "C", "C", "Si", "C", "C", "C", "C", "C", "C", "H", "H", "H", "H", "H", "H", "H", "H", "H", "H", "H", "C", "C", "C", "C", "C", "C", "C", "S", "C", "O", "H", "H", "H", "H", "H", "H", "H", "H", "H", "H"],
  "positions_angstrom": [[0.1006, -0.0110, -0.2193], [0.3642, -0.3007, -4.1291], [1.6386, 0.3236, -3.5639], [2.3793, 1.0626, -4.6896], [2.6301, -0.6389, -2.9199], [3.1170, -1.6876, -3.6796], [4.2264, -2.4083, -3.2721], [4.9426, -1.9499, -2.1812], [4.5107, -0.8902, -1.3856], [5.5399, -0.3509, -0.3970], [5.9552, 1.0725, -0.8242], [5.2133, -0.4812, 1.1110], [3.2267, -0.3336, -1.6577], [2.4662, 0.4650, -0.8056], [2.8347, 1.3273, 0.1249], [1.8646, 2.1817, 0.6476], [0.5656, 2.0839, 0.3245], [-0.1347, 3.3046, 0.0798], [-1.2799, 3.6823, 0.8143], [-1.9282, 4.8736, 0.5169], [-1.4805, 5.7122, -0.4869], [-0.3666, 5.3461, -1.2140], [0.3058, 4.1514, -0.9699], [1.4478, 3.8011, -1.9124], [1.0294, 3.9595, -3.3804], [2.6910, 4.6510, -1.6336], [-1.7646, 2.8915, 2.0104], [-3.2879, 2.7853, 2.1133], [-1.2382, 3.5719, 3.2835], [-0.2236, 0.4633, -4.6445], [-0.2476, -0.7112, -3.3329], [0.5871, -1.0945, -4.8481], [1.3398, 1.0676, -2.8250], [2.6626, 0.3690, -5.4859], [3.2912, 1.5331, -4.3140], [1.7391, 1.8367, -5.1212], [2.6364, -1.9371, -4.6194], [4.5791, -3.2575, -3.8443], [5.8895, -2.4220, -1.9396], [6.4246, -0.9663, -0.5592], [5.0986, 1.7295, -0.9761], [6.5096, 1.0317, -1.7636], [6.6058, 1.5231, -0.0697], [4.1544, -0.6248, 1.3029], [5.5491, 0.4015, 1.6615], [5.7294, -1.3421, 1.5363], [3.8646, 1.5372, 0.3694], [2.1784, 3.0290, 1.2573], [-2.7945, 5.1654, 1.0981], [-2.0003, 6.6386, -0.7011], [-0.0210, 5.9947, -2.0106], [1.7112, 2.7563, -1.7784], [0.9161, 5.0098, -3.6599], [0.0815, 3.4498, -3.5714], [1.7898, 3.5261, -4.0318], [2.4599, 5.7152, -1.7317], [3.4852, 4.4086, -2.3455], [3.0745, 4.4774, -0.6270], [-1.3719, 1.8764, 1.9290], [-3.7480, 3.7494, 2.3418], [-3.5546, 2.0936, 2.9173], [-3.7207, 2.4126, 1.1854], [-1.6694, 4.5736, 3.3653], [-0.1533, 3.6763, 3.2598], [-1.5204, 3.0061, 4.1757], [-8.2850, -0.6088, 0.2887], [-7.3007, 0.4863, -0.1342], [-7.2130, 1.5277, 0.9956], [-7.8422, 1.1511, -1.4104], [-5.9008, -0.0528, -0.3808], [-4.9155, 0.8102, -0.8926], [-3.6369, 0.3705, -1.0126], [-2.3059, 1.5322, -1.6727], [-3.2026, -0.9597, -0.6188], [-1.9969, -1.2584, -0.6831], [-4.2558, -1.8730, -0.1702], [-5.5341, -1.3740, -0.0633], [-3.9589, -3.2990, 0.2939], [-3.0261, -4.0479, -0.6795], [-3.3164, -3.1759, 1.6903], [-5.2333, -4.1416, 0.4057], [-9.2804, -0.1762, 0.3972], [-8.0063, -1.0464, 1.2498], [-8.3417, -1.4037, -0.4583], [-8.2072, 1.9262, 1.2089], [-6.5581, 2.3591, 0.7256], [-6.8211, 1.0702, 1.9070], [-8.8352, 1.5612, -1.2193], [-7.9195, 0.4197, -2.2180], [-7.2023, 1.9665, -1.7494], [-5.1559, 1.8262, -1.1750], [-6.3032, -2.0442, 0.2875], [-2.0954, -3.5213, -0.8399], [-3.5249, -4.1797, -1.6449], [-2.7914, -5.0351, -0.2759], [-2.4794, -2.4779, 1.6783], [-2.9472, -4.1474, 2.0258], [-4.0553, -2.8124, 2.4103], [-5.7767, -4.1631, -0.5426], [-5.9061, -3.7957, 1.1940], [-4.9481, -5.1658, 0.6501], [1.4345, -5.5512, -3.0846], [0.5617, -4.4960, -3.3056], [0.3509, -3.5497, -2.3126], [0.9930, -3.6187, -1.0744], [1.8172, -4.7294, -0.8518], [2.0455, -5.6752, -1.8445], [0.6321, -2.3368, 0.3056], [1.9481, -2.7056, 1.6309], [1.5193, -3.0077, 2.9277], [2.3981, -3.4841, 3.8907], [3.7372, -3.6793, 3.5728], [4.1852, -3.3882, 2.2915], [3.3006, -2.8991, 1.3372], [1.6307, -6.2715, -3.8701], [0.0508, -4.4061, -4.2585], [-0.3431, -2.7410, -2.4995], [2.2812, -4.8758, 0.1134], [2.7055, -6.5123, -1.6471], [-0.5254, -2.9773, 0.9858], [0.4713, -2.8673, 3.1785], [2.0410, -3.7191, 4.8878], [4.4214, -4.0684, 4.3182], [5.2229, -3.5643, 2.0283], [3.6617, -2.6858, 0.3358], [-1.4769, -0.4543, 9.0967], [-1.0547, -0.1757, 7.6782], [-0.1209, 0.8274, 7.4073], [0.3098, 1.0627, 6.1137], [-0.1823, 0.2799, 5.0737], [-1.1322, -0.6907, 5.3124], [-1.5627, -0.9138, 6.6155], [0.3557, 0.6515, 3.4018], [2.0859, 0.1685, 3.6493], [-0.3206, -0.3655, 2.5278], [-1.6629, 0.4715, 9.6427], [-0.6871, -0.9942, 9.6236], [-2.3812, -1.0617, 9.1316], [0.2630, 1.4372, 8.2189], [1.0182, 1.8592, 5.9042], [-1.5299, -1.2626, 4.4802], [-2.3137, -1.6715, 6.8115], [2.1647, -0.6807, 4.3202], [2.6154, 1.0373, 4.0462], [2.4703, -0.0891, 2.6641]],
  "lowdin_spin": [1.246, 0.003, 0.008, 0.004, 0.046, -0.007, 0.049, -0.007, 0.046, 0.005, 0.002, 0.002, 0.008, 0.369, 0.125, 0.198, 0.307, 0.030, 0.016, -0.002, 0.015, -0.001, 0.021, 0.002, 0.000, 0.004, 0.005, 0.000, 0.001, 0.000, 0.002, 0.000, 0.001, 0.000, 0.000, 0.001, -0.001, 0.003, -0.001, 0.000, 0.000, 0.000, 0.000, 0.000, 0.000, 0.000, 0.007, 0.010, 0.000, 0.001, 0.000, 0.001, 0.000, 0.000, 0.000, 0.001, 0.000, 0.002, 0.003, 0.000, 0.000, 0.000, 0.000, 0.000, 0.000, 0.000, 0.025, 0.016, 0.011, 0.209, -0.004, 0.149, 0.050, 0.105, 0.381, 0.153, -0.003, 0.014, 0.006, 0.011, 0.000, 0.000, 0.000, 0.000, 0.003, 0.000, 0.000, 0.002, 0.000, 0.000, -0.003, -0.004, 0.000, 0.000, 0.000, 0.000, 0.002, 0.000, 0.000, 0.000, 0.000, 0.004, -0.001, 0.009, 0.037, 0.008, 0.002, 0.175, 0.016, 0.007, 0.000, 0.006, 0.000, 0.006, 0.000, 0.000, 0.003, 0.000, 0.000, 0.022, 0.000, 0.000, 0.000, 0.000, 0.000, 0.000, 0.000, 0.000, 0.000, 0.001, 0.000, 0.000, 0.006, 0.006, 0.037, 0.000, 0.000, 0.000, 0.000, 0.000, 0.000, 0.000, 0.001, 0.001, 0.003],
  "s_squared": 6.07,
  "homo_lumo_gap_ha": [0.240, 0.193],
  "e_homo_ev": [-6.11, -7.51],
  "spin_multiplicity": 5
}